{
  "formula": "C27H45BrClNPdSSi2",
  "method": "wB97M-V/def2-TZVPD",
  "total_energy_ev": -142841.7034,
  "gap_ev": [5.85, 5.85],
  "lumo_energy_ev": [-8.67, -8.67],
  "total_charge": 2,
  "homo_ev": [-14.5, -14.5],
  "multiplicity": 1,
  "fmax_ev_per_a": 0.71,
  "elements": ["H", "H", "C", "H", "C", "C", "H", "C", "H", "H", "C", "H", "C", "C", "H", "S", "H", "H", "H", "H", "H", "H", "Si", "H", "C", "H", "C", "C", "H", "H", "C", "H", "H", "H", "Pd", "H", "H", "H", "C", "H", "H", "H", "C", "C", "H", "H", "H", "H", "Cl", "H", "C", "C", "H", "C", "C", "H", "H", "H", "C", "H", "C", "C", "H", "C", "H", "H", "C", "Si", "Br", "C", "H", "H", "C", "C", "N", "C", "H", "H", "H"],
  "positions_angstrom": [[6.84159, 0.51761, 2.17880], [4.17600, -3.17098, -0.36951], [-1.97839, -1.48623, 0.07392], [3.86512, -1.80931, 2.56759], [4.06851, 2.62669, -0.22733], [-2.05058, -0.06307, 0.04193], [-0.23456, 0.16541, 5.55620], [-1.48732, -2.18776, -1.05816], [4.65914, -0.94886, 3.89152], [7.62027, -0.51019, -0.22077], [0.92585, 4.99322, 1.39485], [0.19120, 2.59080, 5.42455], [-0.25156, -0.09048, 3.44691], [5.89982, 0.99898, 2.45122], [5.10867, -3.04896, 1.12826], [0.29339, 2.06906, 0.42515], [7.22834, -1.53539, 1.17060], [5.83545, -3.75078, -0.31021], [4.77202, -1.75187, -2.41512], [3.01338, 2.40283, -0.04402], [6.27613, -0.81210, -2.40645], [-0.42584, -1.15749, 3.42884], [4.70836, -0.11797, 0.16818], [1.18047, 6.05528, 1.32041], [-0.74432, 5.46957, 3.95870], [0.01839, 4.85550, 0.79775], [-1.32582, -3.55575, -1.01969], [3.40176, 0.90208, 2.51360], [4.62816, 0.47577, -2.86873], [3.30966, 1.90633, 2.10119], [5.76681, -1.66999, -1.96929], [1.75442, 4.44584, 0.93676], [3.42475, 0.98777, 3.60576], [-1.99502, 0.43148, -0.92456], [0.00093, -0.20121, 0.47897], [5.88850, 1.99983, 2.01742], [2.15554, 4.44327, 5.20189], [7.76283, -2.26040, -0.33892], [6.27860, 1.84077, -1.06510], [-0.92714, 5.15384, 4.98865], [5.89969, 1.11537, 3.53971], [6.83250, 1.11285, -1.65902], [4.17860, 1.28078, -2.29370], [-1.66472, -4.24455, 0.14057], [4.11128, 3.48926, -0.89955], [-1.66560, 5.32540, 3.38987], [-2.42763, -4.15185, 2.14868], [6.79957, 1.97433, -0.11373], [-1.49406, -5.93295, 0.19339], [3.08625, 4.20480, 3.71519], [0.10611, 1.86089, 2.18205], [-2.30350, -2.21537, 1.24820], [5.63074, -1.71809, 2.64684], [-0.13536, 0.65362, 4.59671], [7.15873, -1.45253, 0.08419], [4.33474, 2.20860, -2.85266], [4.53177, 2.92815, 0.71265], [6.32737, 2.79490, -1.59768], [-2.15794, -3.57442, 1.27402], [6.32895, -2.56176, -2.26141], [2.26301, 4.76635, 4.16345], [0.10268, 2.02717, 4.50127], [-2.70062, -1.68822, 2.10697], [4.79524, 1.45105, -0.89583], [-0.53486, 6.54266, 3.98378], [3.10082, 1.10816, -2.24586], [5.71452, -1.61067, -0.43480], [0.68780, 4.56637, 3.19734], [2.45324, -0.93356, -0.31836], [5.16389, -2.96321, 0.04557], [2.55250, 5.82086, 4.18304], [-2.58648, 0.47739, 0.81273], [4.71038, -1.16176, 2.81893], [0.25227, 2.69270, 3.28440], [-0.15482, 0.55909, 2.27714], [4.66904, 0.16606, 2.04835], [-0.96261, -4.09829, -1.88177], [2.50475, 0.33481, 2.24730], [-1.28379, -1.64524, -1.97492]],
  "atomic_forces_ev_per_a": [[0.0, 0.0, 0.0], [0.0, 0.0, 0.0], [0.0, 0.1, -0.1], [0.0, 0.0, 0.0], [0.0, 0.1, 0.0], [0.0, -0.2, 0.1], [0.0, 0.0, 0.0], [0.1, -0.1, 0.0], [0.0, 0.0, 0.0], [0.0, 0.0, 0.0], [0.0, 0.1, 0.0], [0.0, 0.0, 0.0], [0.0, 0.1, -0.1], [0.0, 0.0, 0.0], [0.0, 0.0, 0.0], [0.0, -0.1, 0.4], [0.0, 0.0, 0.0], [0.0, 0.0, 0.0], [0.0, 0.0, 0.0], [0.1, 0.0, 0.0], [0.0, 0.0, 0.0], [0.0, 0.0, 0.0], [0.0, 0.0, -0.1], [0.0, 0.0, 0.0], [0.0, 0.0, 0.0], [0.0, 0.0, 0.0], [0.0, 0.0, -0.1], [-0.1, 0.0, 0.0], [0.0, 0.0, 0.0], [0.0, 0.0, 0.0], [0.0, 0.0, 0.0], [0.0, 0.0, 0.0], [0.0, 0.0, 0.0], [-0.1, 0.1, 0.0], [0.5, 0.1, -0.4], [0.0, 0.0, 0.0], [0.0, 0.0, 0.0], [0.0, 0.0, 0.0], [0.1, 0.0, 0.0], [0.0, 0.0, 0.0], [0.0, 0.0, 0.0], [0.0, 0.0, 0.0], [-0.1, 0.0, 0.0], [0.0, 0.0, 0.0], [0.0, 0.0, 0.0], [0.0, 0.0, 0.0], [0.0, 0.0, 0.0], [0.0, 0.0, 0.0], [0.0, 0.0, 0.0], [0.0, 0.0, 0.0], [0.0, 0.0, 0.0], [0.0, -0.1, 0.0], [0.0, 0.0, 0.0], [0.0, 0.0, 0.1], [0.0, 0.0, 0.1], [0.0, 0.0, 0.0], [0.0, 0.0, 0.0], [0.0, 0.0, 0.0], [0.0, -0.1, 0.1], [0.0, 0.0, 0.0], [0.0, 0.0, 0.0], [0.0, 0.0, 0.1], [0.0, 0.0, 0.0], [0.0, 0.1, 0.0], [0.0, 0.0, 0.0], [0.1, 0.0, 0.0], [0.0, -0.1, -0.1], [0.0, 0.0, 0.0], [-0.4, -0.2, 0.0], [0.0, -0.1, 0.0], [0.0, 0.0, 0.0], [0.0, 0.0, 0.0], [0.0, 0.0, 0.0], [0.0, 0.0, -0.2], [-0.3, 0.2, 0.3], [-0.1, 0.0, 0.1], [0.0, 0.0, 0.0], [0.1, 0.0, 0.1], [0.0, 0.0, 0.0]],
  "lowdin_charge": [0.0814, 0.0443, -0.3530, 0.0779, -0.1089, -0.0297, 0.1291, -0.0197, 0.0959, 0.0773, -0.1897, 0.1277, -0.0700, -0.0672, 0.0594, 0.8276, 0.0726, 0.0983, 0.0773, 0.0150, 0.0704, 0.1270, 0.6403, 0.0560, -0.1587, 0.0286, -0.0597, -0.1183, 0.0636, 0.0542, -0.0929, 0.0104, 0.0977, 0.0953, 0.6588, 0.0690, 0.0417, 0.1013, -0.0704, 0.0414, 0.0995, 0.0730, -0.1054, -0.6280, 0.1007, 0.0440, 0.1270, 0.0784, 0.8242, 0.0320, -0.6309, -0.0175, 0.0716, -0.0063, -0.0706, 0.0979, 0.0697, 0.1001, -0.0564, 0.0991, -0.1548, -0.0143, 0.1309, -0.6267, 0.0502, 0.0466, -0.6353, 0.5273, 0.4780, -0.1098, 0.0507, 0.1012, -0.0920, -0.1841, -0.1372, -0.6186, 0.1292, 0.0209, 0.1346]
}